Molecular formula: C68H187N17O17
Method: DFT, ωB97M-V with the def2-TZVPD basis set

Last column: Mulliken charge in e.
CARTESIAN COORDINATES (ANGSTROEM)
C -6.051 -1.264 -7.482  -1.580
C -5.493 -2.063 -6.274  2.276
C -6.359 -1.918 -5.047  -1.262
O -5.919 -2.673 -3.896  -0.260
C -6.600 -3.805 -3.551  -0.677
N -5.270 -3.447 -6.692  -0.754
H -6.271 -0.203 -7.364  0.098
H -6.892 -1.739 -7.986  0.498
H -5.245 -1.191 -8.213  0.451
H -4.543 -1.601 -6.004  -1.118
H -7.378 -2.162 -5.347  0.506
H -6.353 -0.933 -4.580  0.263
H -6.737 -4.453 -4.417  0.376
H -7.632 -3.520 -3.348  0.314
H -6.145 -4.284 -2.684  0.037
H -5.101 -4.024 -5.881  0.260
H -6.202 -3.667 -7.015  0.367
C 2.062 2.468 -7.939  -0.953
C 2.335 3.673 -7.077  0.236
C 1.325 3.815 -5.935  -0.129
O -0.046 4.070 -6.401  -0.455
C -0.909 4.105 -5.291  0.195
N 3.762 3.576 -6.622  -0.729
H 2.310 1.621 -7.299  0.114
H 2.684 2.423 -8.834  0.351
H 1.019 2.336 -8.227  0.069
H 2.272 4.618 -7.615  0.356
H 1.675 4.671 -5.358  0.329
H 1.447 2.852 -5.440  0.064
H -0.885 5.136 -4.937  0.397
H -0.672 3.414 -4.482  0.012
H -1.872 3.786 -5.690  -0.412
H 3.883 4.188 -5.828  0.285
H 4.007 2.700 -6.183  0.266
C 7.160 -1.542 2.673  -1.477
C 6.488 -2.566 3.463  0.633
C 6.558 -2.293 5.021  -0.061
O 7.891 -2.622 5.517  -0.414
C 8.146 -2.129 6.837  -0.738
N 5.118 -2.492 3.136  -0.112
H 6.912 -1.645 1.616  0.335
H 8.231 -1.518 2.873  0.363
H 6.777 -0.559 2.947  0.147
H 6.831 -3.547 3.133  0.391
H 5.789 -2.774 5.626  0.090
H 6.477 -1.213 5.141  0.034
H 7.617 -2.546 7.693  0.260
H 7.923 -1.067 6.945  0.330
H 9.230 -2.197 6.929  0.305
H 4.746 -2.888 2.284  -0.035
H 4.670 -3.216 3.680  0.235
C -1.241 0.476 -9.635  -1.645
C -1.999 0.450 -8.314  1.166
C -1.404 -0.369 -7.159  -0.562
O -0.241 0.417 -6.629  -0.031
C 0.488 -0.305 -5.626  -0.713
N -1.973 1.885 -8.042  -0.368
H -1.858 1.033 -10.340  0.410
H -1.402 -0.511 -10.070  0.491
H -0.196 0.785 -9.636  0.222
H -3.043 0.188 -8.488  -0.102
H -1.063 -1.329 -7.545  0.578
H -2.188 -0.410 -6.403  0.008
H 1.474 0.125 -5.451  0.246
H 0.573 -1.329 -5.988  0.407
H 0.012 -0.289 -4.646  -0.025
H -2.636 2.141 -7.324  -0.137
H -1.093 2.196 -7.658  0.067
C -0.678 -4.141 6.220  -1.437
C -0.796 -2.892 5.282  0.855
C -1.694 -3.021 4.136  -0.363
O -1.112 -3.738 3.096  -0.323
C -1.870 -3.774 1.928  -0.444
N -1.044 -1.675 6.040  -0.391
H 0.146 -4.807 5.966  0.336
H -1.578 -4.721 6.429  0.401
H -0.547 -3.720 7.217  0.304
H 0.192 -2.828 4.828  -0.193
H -1.933 -2.007 3.817  -0.110
H -2.658 -3.479 4.358  0.290
H -2.118 -2.766 1.595  -0.021
H -2.826 -4.226 2.194  0.474
H -1.558 -4.331 1.044  0.214
H -1.962 -1.784 6.447  0.303
H -0.465 -1.856 6.847  -0.021
C -2.196 6.570 0.076  -1.140
C -3.367 6.698 -0.869  0.695
C -4.685 5.962 -0.383  -0.606
O -5.538 5.819 -1.470  -0.375
C -6.785 5.143 -1.134  -0.665
N -3.746 8.115 -1.133  -0.786
H -1.296 6.886 -0.453  0.288
H -1.962 5.537 0.333  0.036
H -2.232 7.176 0.981  0.387
H -3.050 6.191 -1.781  0.150
H -5.147 6.520 0.431  0.219
H -4.590 4.880 -0.288  0.365
H -6.462 4.164 -0.779  0.226
H -7.177 4.986 -2.138  0.272
H -7.515 5.721 -0.568  0.281
H -4.055 8.636 -0.325  0.259
H -4.627 8.059 -1.623  0.319
C -1.378 1.829 2.719  -0.249
C -1.619 3.243 3.063  0.775
C -0.384 4.129 2.679  -0.553
O 0.668 3.896 3.620  -0.293
C 1.850 4.518 3.257  -0.144
N -2.771 3.607 2.293  0.086
H -2.263 1.209 2.577  -0.687
H -0.677 1.295 3.361  0.456
H -0.905 1.695 1.746  -0.337
H -1.841 3.258 4.130  0.488
H -0.797 5.137 2.725  0.371
H -0.088 4.028 1.636  0.022
H 2.709 4.173 3.833  -0.186
H 1.749 5.597 3.376  0.508
H 2.168 4.346 2.229  -0.186
H -3.229 4.261 2.912  0.289
H -3.381 2.804 2.341  -0.249
C -1.112 -8.626 2.313  -1.339
C -0.750 -8.406 0.806  0.914
C 0.396 -7.504 0.433  -0.473
O 0.376 -7.353 -0.965  -0.394
C 1.333 -6.472 -1.402  -0.072
N -0.467 -9.749 0.308  -0.753
H -1.484 -7.639 2.588  0.196
H -0.261 -8.801 2.970  0.363
H -1.864 -9.360 2.601  0.379
H -1.641 -7.917 0.412  -0.035
H 1.375 -7.904 0.697  0.321
H 0.088 -6.548 0.856  0.082
H 1.594 -6.862 -2.386  0.438
H 2.280 -6.560 -0.869  -0.211
H 1.134 -5.401 -1.358  0.051
H 0.166 -10.372 0.789  0.300
H 0.184 -9.450 -0.404  0.284
C 5.048 -6.681 0.107  -1.733
C 5.115 -5.369 -0.666  1.338
C 5.155 -4.160 0.196  -0.805
O 3.943 -3.964 0.845  -0.611
C 3.043 -3.130 0.127  -0.564
N 6.055 -5.534 -1.695  -0.830
H 5.759 -6.514 0.916  0.454
H 5.484 -7.567 -0.353  0.550
H 4.081 -6.799 0.596  0.216
H 4.158 -5.348 -1.186  -0.242
H 5.540 -3.293 -0.342  0.363
H 5.910 -4.350 0.959  0.267
H 3.572 -2.178 0.065  0.380
H 2.132 -2.900 0.679  -0.116
H 2.844 -3.421 -0.904  0.347
H 5.746 -6.446 -1.998  0.340
H 6.958 -5.806 -1.334  0.269
C -6.390 0.604 1.013  -1.550
C -5.526 0.524 2.256  0.239
C -4.406 -0.536 2.299  0.437
O -4.673 -1.806 1.810  0.167
C -5.650 -2.546 2.413  -1.081
N -5.050 1.857 2.588  -0.680
H -7.035 1.480 1.073  0.458
H -7.030 -0.259 0.834  0.344
H -5.829 0.595 0.078  0.206
H -6.228 0.170 3.011  0.426
H -4.228 -0.695 3.363  0.489
H -3.601 -0.151 1.673  -1.071
H -5.301 -2.910 3.380  0.295
H -5.968 -3.346 1.745  0.188
H -6.478 -1.882 2.662  0.486
H -5.824 2.497 2.475  0.247
H -4.957 1.878 3.594  0.291
C 4.459 -2.484 8.397  -1.608
C 2.984 -2.514 8.109  0.239
C 2.085 -1.709 9.112  -0.660
O 0.721 -1.965 8.971  -0.224
C -0.006 -1.078 9.836  -0.874
N 2.769 -2.081 6.755  -0.104
H 4.900 -3.235 7.742  0.316
H 4.774 -2.808 9.389  0.481
H 4.968 -1.535 8.228  0.316
H 2.653 -3.552 8.146  0.493
H 2.282 -0.653 8.930  0.302
H 2.271 -1.983 10.150  0.401
H -1.035 -1.258 9.527  0.288
H 0.206 -0.013 9.737  0.348
H -0.136 -1.368 10.878  0.353
H 1.931 -2.316 6.244  0.096
H 2.849 -1.079 6.653  -0.284
C 1.019 4.630 -1.725  -0.816
C 2.473 4.429 -1.346  2.242
C 3.157 3.092 -1.812  -0.838
O 4.473 2.748 -1.232  -0.147
C 5.247 1.641 -1.776  -0.811
N 3.255 5.583 -1.628  -0.811
H 0.357 3.890 -1.275  -0.018
H 0.875 4.656 -2.805  -0.108
H 0.816 5.596 -1.262  0.372
H 2.331 4.363 -0.268  -1.214
H 3.529 3.281 -2.819  0.334
H 2.502 2.222 -1.851  0.366
H 5.390 1.862 -2.834  0.309
H 4.729 0.683 -1.817  0.271
H 6.188 1.481 -1.250  0.267
H 4.229 5.348 -1.505  0.302
H 2.908 6.234 -0.938  0.311
C -1.501 1.392 -1.734  -1.102
C -1.528 -0.181 -1.606  2.525
C -0.576 -0.779 -0.499  -0.079
O 0.769 -0.414 -0.556  -0.563
C 1.298 -0.321 0.871  -0.042
N -2.864 -0.639 -1.494  0.212
H -1.839 1.799 -0.782  0.033
H -2.207 1.790 -2.463  0.249
H -0.566 1.864 -2.033  0.023
H -1.291 -0.609 -2.580  -1.250
H -0.641 -1.856 -0.655  -0.025
H -1.056 -0.565 0.456  0.161
H 2.352 -0.041 0.847  0.518
H 1.202 -1.234 1.457  0.309
H 0.714 0.333 1.518  -0.221
H -3.619 -0.200 -2.000  0.185
H -3.190 -0.546 -0.542  -0.761
C -6.770 2.344 -8.687  -1.385
C -5.736 3.383 -8.301  0.230
C -5.246 3.300 -6.880  -0.717
O -4.492 2.069 -6.754  0.344
C -4.065 1.689 -5.435  -0.697
N -4.656 3.340 -9.309  -0.761
H -7.339 1.999 -7.824  0.316
H -6.398 1.421 -9.132  0.343
H -7.486 2.790 -9.377  0.327
H -6.210 4.350 -8.467  0.464
H -6.029 3.332 -6.122  0.443
H -4.551 4.110 -6.657  0.322
H -3.232 2.310 -5.107  0.101
H -3.912 0.610 -5.412  -0.305
H -4.805 1.733 -4.636  0.516
H -3.858 3.927 -9.117  0.344
H -4.268 2.425 -9.129  0.165
C 2.849 1.178 3.792  -1.106
C 3.321 1.617 5.196  0.443
C 2.081 1.551 6.150  -0.820
O 2.322 1.854 7.527  -0.328
C 2.986 3.077 7.856  -0.863
N 4.493 0.906 5.646  -0.363
H 2.441 0.169 3.856  0.546
H 3.654 1.118 3.060  0.508
H 2.019 1.777 3.417  -0.239
H 3.616 2.660 5.083  0.246
H 1.712 0.530 6.053  0.349
H 1.422 2.327 5.759  0.436
H 3.148 3.314 8.908  0.287
H 2.551 3.920 7.319  0.297
H 3.975 2.983 7.408  0.292
H 4.504 -0.095 5.513  0.077
H 5.220 1.150 4.989  0.323
C -1.237 -4.055 -3.072  -1.385
C -2.778 -3.944 -3.029  0.133
C -3.365 -3.952 -1.595  0.684
O -3.284 -5.293 -1.052  -0.413
C -4.344 -5.566 -0.156  -0.410
N -3.042 -2.609 -3.575  -0.061
H -0.827 -3.740 -4.031  0.410
H -0.868 -5.011 -2.702  0.388
H -0.843 -3.212 -2.504  0.021
H -3.386 -4.603 -3.648  0.324
H -4.384 -3.577 -1.692  0.327
H -2.804 -3.243 -0.987  -0.350
H -4.441 -4.739 0.548  -0.048
H -3.925 -6.409 0.394  0.212
H -5.316 -5.800 -0.589  0.248
H -2.685 -1.895 -2.955  0.122
H -4.050 -2.546 -3.530  -0.044
C 5.559 3.905 2.419  -0.807
C 6.281 5.218 2.772  0.577
C 6.766 5.117 4.177  -0.858
O 7.572 6.247 4.565  -0.379
C 6.941 7.214 5.267  -0.694
N 7.336 5.306 1.780  -0.690
H 4.777 3.740 3.160  -0.127
H 6.262 3.075 2.493  0.403
H 5.024 3.808 1.474  0.113
H 5.526 6.002 2.718  0.297
H 7.473 4.288 4.194  0.415
H 5.911 4.879 4.810  0.373
H 6.089 7.705 4.796  0.276
H 7.660 7.986 5.539  0.259
H 6.539 6.731 6.158  0.313
H 7.178 6.255 1.473  0.322
H 8.240 5.384 2.222  0.283

Properties
**Spin multiplicity**: 1
**Energy**: -133669.4705 eV


Molecular formula: C32H45BCl7FLiN3NaO21P2S
Method: DFT, ωB97M-V with the def2-TZVPD basis set

Last column: Mulliken charge in e.
CARTESIAN COORDINATES (ANGSTROEM)
C 6.332 -5.026 -0.325  -1.134
C 4.969 -5.733 -0.282  -0.392
O 3.914 -5.052 0.385  -0.233
C 3.337 -3.902 -0.117  -0.039
P 3.657 -3.694 -1.969  -0.203
O 3.199 -4.865 -2.994  -0.326
O 3.732 -2.168 -2.590  -0.207
O 4.144 -2.841 0.475  0.022
S 3.522 -1.410 0.782  1.477
O 4.030 -0.467 -0.183  -0.504
O 3.963 -1.055 2.102  -0.855
C 1.718 -1.477 0.908  -1.090
C 1.068 -0.130 0.609  -1.313
C 1.475 0.582 -0.487  2.361
C 0.859 1.831 -0.694  -0.418
C -0.089 2.226 0.225  -0.632
C -0.434 1.448 1.347  -0.679
N 0.167 0.261 1.501  -0.259
C 1.016 -2.732 0.263  2.062
C -0.402 -2.901 0.875  0.008
C -0.762 -2.549 2.181  0.015
C -2.049 -2.677 2.681  -1.454
C -3.056 -3.212 1.890  0.048
C -2.715 -3.593 0.599  -0.607
C -1.437 -3.424 0.107  -0.652
P 0.758 -2.349 -1.567  -0.491
O -0.562 -1.395 -1.701  -0.258
O 0.502 -3.766 -2.398  -0.461
C 1.899 -3.994 0.498  0.738
C 2.114 -4.196 2.033  -2.785
O 2.019 -5.566 2.416  0.164
O 2.837 -5.804 3.548  -0.473
B 1.205 -5.385 0.015  1.334
N -0.024 -5.901 0.533  -0.341
O 1.825 -6.210 -0.925  -0.667
H 6.432 -4.314 0.492  0.229
H 7.110 -5.782 -0.200  0.442
H 6.483 -4.550 -1.290  0.261
H 5.149 -6.610 0.347  0.512
H 4.701 -6.185 -1.237  0.221
H 3.939 -5.303 -3.420  0.286
H 3.519 -2.180 -3.534  0.194
H 1.563 -1.654 1.969  0.770
H 2.211 0.210 -1.188  -0.787
H 1.107 2.481 -1.537  0.064
H -0.576 3.178 0.088  0.337
H -1.149 1.776 2.079  0.498
H -0.033 -2.148 2.871  0.424
H -2.294 -2.365 3.688  0.517
H -4.080 -3.337 2.226  0.312
H -3.450 -4.037 -0.059  0.399
H -1.283 -3.767 -0.905  0.137
H -0.893 -1.342 -2.606  0.391
H -0.289 -3.757 -2.955  0.369
H 1.362 -3.657 2.620  0.776
H 3.078 -3.819 2.380  0.994
H 2.629 -5.111 4.195  0.355
H 0.108 -6.897 0.685  0.287
H -0.263 -5.518 1.441  -0.135
H 1.414 -6.081 -1.788  0.257
Li 2.851 1.802 -2.115  0.736
Cl -2.473 3.344 1.357  -0.844
C -0.243 -7.241 5.303  0.290
Cl 1.325 -6.783 5.977  -0.098
Cl -1.424 -7.387 6.609  -0.106
Cl -0.785 -5.993 4.170  -0.017
Cl -0.096 -8.784 4.463  -0.109
C 4.287 -5.329 -6.801  -0.343
Cl 3.253 -6.632 -6.208  -0.138
Cl 3.747 -3.748 -6.219  -0.114
H 5.297 -5.500 -6.449  0.252
H 4.262 -5.325 -7.884  0.333
Na -5.062 -4.836 0.270  0.713
C 6.748 1.211 -0.340  0.241
C 8.117 0.718 -0.743  0.260
O 8.092 0.872 -2.154  -0.304
C 7.249 1.902 -2.430  0.624
O 7.191 2.467 -3.470  -0.512
O 6.484 2.206 -1.351  -0.349
F 8.290 -0.589 -0.443  -0.238
H 5.997 0.425 -0.394  -0.178
H 6.729 1.651 0.654  0.298
H 8.949 1.294 -0.333  0.219
C -3.525 7.979 2.285  -1.174
C -4.991 7.896 2.682  -0.177
C -5.544 6.468 2.617  -0.219
C -5.442 5.948 1.251  0.110
N -5.335 5.538 0.181  -0.493
H -3.374 7.664 1.255  0.262
H -3.171 8.999 2.368  0.309
H -2.905 7.349 2.927  0.456
H -5.579 8.543 2.027  0.116
H -5.110 8.278 3.698  0.300
H -6.593 6.455 2.921  0.234
H -4.991 5.806 3.284  0.297
C -7.742 -5.572 -2.967  0.585
O -7.070 -5.547 -4.032  -0.709
O -9.012 -5.463 -2.917  -0.679
O -7.175 -5.719 -1.789  -0.681
C -5.823 11.921 -2.316  -1.458
C -4.706 11.361 -1.472  0.549
C -4.704 9.860 -1.324  -0.586
O -4.024 9.683 -0.072  -0.198
C -4.255 10.805 0.664  0.606
O -4.003 10.932 1.818  -0.527
O -4.830 11.770 -0.100  -0.368
H -5.644 11.717 -3.372  0.379
H -6.782 11.485 -2.034  0.350
H -5.905 12.998 -2.174  0.358
H -3.741 11.722 -1.839  0.245
H -4.171 9.352 -2.124  0.307
H -5.706 9.435 -1.232  0.316
O -8.978 6.869 1.061  -0.649
H -9.024 7.186 1.968  0.315
H -8.092 6.496 0.981  0.339

Properties
**Spin multiplicity**: 1
**Charge**: -1
**Energy**: -206459.7415 eV